(1)
A structure of composition C41H33AsBrN6O7Ti, computed with ωB97M-V with the def2-TZVPD basis set.

The geometry in XYZ format:
```
90
Properties=species:S:1:pos:R:3
Ti 0.128 0.265 -0.425
Br -6.043 -0.405 4.825
C -4.354 -0.952 5.462
C -3.709 -2.018 4.853
C -2.455 -2.402 5.301
C -1.862 -1.723 6.358
C -2.548 -0.709 7.007
C -3.788 -0.298 6.544
N -0.579 -2.076 6.925
N 0.427 -2.186 6.217
C 0.399 -1.871 4.814
C 0.647 -2.864 3.910
C 0.659 -2.596 2.526
C 0.462 -1.327 2.085
O 0.454 -1.001 0.760
C 0.277 -0.263 2.994
N 0.119 0.970 2.465
C -0.071 1.973 3.284
C -0.068 1.834 4.687
C 0.102 0.593 5.229
C 0.255 -0.522 4.373
H -4.184 -2.545 4.038
H -1.955 -3.241 4.838
H -2.099 -0.240 7.873
H -4.318 0.509 7.030
H 0.809 -3.872 4.269
H 0.826 -3.393 1.814
H -0.228 2.950 2.839
H -0.195 2.707 5.310
H 0.128 0.458 6.302
C 1.810 5.900 -3.442
C 2.643 4.868 -3.030
C 2.136 3.585 -2.893
C 0.797 3.337 -3.183
C -0.039 4.367 -3.594
C 0.474 5.651 -3.723
As 0.148 1.537 -2.949
C -1.604 1.515 -3.732
C -2.783 1.984 -3.176
C -3.962 1.876 -3.905
C -3.944 1.296 -5.168
C -2.761 0.814 -5.713
C -1.577 0.919 -4.995
C -0.254 0.406 -5.421
C 0.022 -0.237 -6.622
C 1.305 -0.700 -6.877
C 2.321 -0.533 -5.942
C 2.057 0.109 -4.739
C 0.777 0.578 -4.496
H 2.204 6.902 -3.544
H 3.684 5.063 -2.810
H 2.787 2.782 -2.560
H -1.079 4.173 -3.824
H -0.171 6.456 -4.046
H -2.791 2.434 -2.189
H -4.890 2.243 -3.490
H -4.863 1.214 -5.733
H -2.771 0.355 -6.693
H -0.756 -0.378 -7.362
H 1.516 -1.196 -7.815
H 3.316 -0.902 -6.150
H 2.842 0.231 -4.002
C 1.103 -4.583 -0.773
C 0.810 -4.433 -2.259
C -0.162 -3.296 -2.596
C -0.365 -3.197 -4.143
C -1.681 -2.561 -4.586
C -1.533 -3.589 -1.959
O -2.050 -4.666 -2.016
N -2.222 -2.534 -1.298
C -1.684 -1.310 -1.143
O -2.054 -0.396 -0.368
N -0.545 -1.015 -1.798
C 0.384 -1.966 -2.148
O 1.548 -1.634 -2.052
H 1.800 -5.402 -0.603
H 0.191 -4.812 -0.215
H 1.556 -3.676 -0.370
H 0.377 -5.352 -2.653
H 1.734 -4.237 -2.806
H -0.289 -4.213 -4.532
H 0.479 -2.632 -4.549
H -2.531 -3.201 -4.349
H -1.675 -2.406 -5.665
H -1.839 -1.583 -4.124
H -3.086 -2.774 -0.829
O -0.324 2.168 0.033
N 0.919 2.526 0.075
O 1.294 3.599 0.361
O 1.701 1.533 -0.218
```

Calculated values
energy above the lowest of the compared OMol25 structures with the same formula, charge and spin: 1.236 eV
net charge: +1
gap between HOMO and LUMO: 6.48 eV
E_HOMO: -10.69 eV



(2)
A structure of composition C41H33AsInN4O2S, computed with ωB97M-V with the def2-TZVPD basis set.

The geometry in XYZ format:
```
83
Properties=species:S:1:pos:R:3
In -0.416 -1.051 -0.597
O 0.253 2.549 -3.415
C -0.585 3.402 -2.804
C -0.596 4.715 -3.279
C -1.406 5.661 -2.692
C -2.231 5.328 -1.614
C -2.230 4.037 -1.144
C -1.417 3.050 -1.724
C -1.401 1.703 -1.153
O -0.665 0.798 -1.706
N -2.131 1.492 -0.052
N -1.976 0.231 0.385
C -2.599 -0.208 1.408
C -2.349 -1.602 1.796
C -2.991 -2.189 2.877
C -2.699 -3.506 3.194
C -1.776 -4.204 2.428
C -1.177 -3.553 1.365
N -1.461 -2.288 1.058
H 0.176 1.683 -2.975
H 0.051 4.960 -4.111
H -1.400 6.674 -3.073
H -2.864 6.076 -1.158
H -2.856 3.754 -0.310
H -3.285 0.415 1.972
H -3.700 -1.613 3.456
H -3.186 -3.984 4.033
H -1.521 -5.230 2.648
H -0.443 -4.043 0.736
C -3.560 -1.338 -1.893
C -2.624 -2.220 -2.661
C -3.118 -2.988 -3.733
C -2.265 -3.779 -4.439
C -0.897 -3.827 -4.098
C 0.017 -4.623 -4.824
C 1.332 -4.633 -4.467
C 1.774 -3.859 -3.379
C 0.918 -3.075 -2.643
S 1.595 -2.168 -1.289
C -0.460 -3.044 -3.006
N -1.349 -2.260 -2.310
H -4.530 -1.290 -2.383
H -3.170 -0.324 -1.819
H -3.713 -1.727 -0.884
H -4.167 -2.927 -3.984
H -2.620 -4.374 -5.272
H -0.346 -5.210 -5.657
H 2.046 -5.232 -5.015
H 2.822 -3.877 -3.108
C 5.271 -1.551 2.867
C 4.252 -2.360 2.389
C 3.077 -1.789 1.918
C 2.924 -0.409 1.923
C 3.945 0.402 2.413
C 5.117 -0.170 2.880
As 1.240 0.358 1.357
C 1.752 1.940 0.374
C 2.855 1.891 -0.475
C 3.136 2.965 -1.307
C 2.317 4.085 -1.301
C 1.212 4.133 -0.464
C 0.926 3.062 0.371
C 0.550 1.018 3.042
C 0.815 2.295 3.524
C 0.331 2.679 4.767
C -0.413 1.792 5.533
C -0.669 0.513 5.059
C -0.191 0.130 3.815
H 6.188 -1.995 3.232
H 4.372 -3.436 2.378
H 2.288 -2.424 1.533
H 3.828 1.479 2.427
H 5.911 0.461 3.256
H 3.490 1.014 -0.498
H 3.992 2.921 -1.968
H 2.535 4.919 -1.956
H 0.559 4.996 -0.470
H 0.046 3.098 1.003
H 1.397 2.994 2.937
H 0.540 3.673 5.139
H -0.788 2.097 6.501
H -1.236 -0.186 5.661
H -0.374 -0.879 3.458
```

Calculated values
energy above the lowest of the compared OMol25 structures with the same formula, charge and spin: 0.026 eV
net charge: +1
gap between HOMO and LUMO: 6.85 eV
E_HOMO: -10.40 eV



(3)
A structure of composition C41H33ClF5NO2P2PdS2, computed with ωB97M-V with the def2-TZVPD basis set.

The geometry in XYZ format:
```
88
Properties=species:S:1:pos:R:3
Pd 0.468 0.912 1.407
C -2.051 -1.841 -5.854
S -0.367 -1.440 -6.349
C 0.221 -0.662 -4.830
C 0.490 -1.666 -3.715
C 1.106 -1.093 -2.444
N 0.104 -0.591 -1.411
P -0.191 -1.755 -0.257
C -0.313 -3.368 -0.962
C -1.556 -3.767 -1.461
C -1.692 -5.017 -2.036
C -0.596 -5.871 -2.099
C 0.635 -5.482 -1.587
C 0.785 -4.230 -1.015
C -1.616 -1.401 0.736
C -2.668 -0.600 0.291
C -3.769 -0.399 1.105
C -3.832 -1.015 2.349
C -2.808 -1.855 2.774
C -1.702 -2.056 1.972
P 0.210 1.082 -0.870
C -1.311 1.886 -1.384
C -2.045 1.488 -2.500
C -3.170 2.203 -2.877
C -3.563 3.317 -2.144
C -2.836 3.713 -1.030
C -1.712 2.997 -0.645
C 1.527 1.914 -1.746
C 2.554 2.474 -0.986
C 3.520 3.260 -1.597
C 3.465 3.482 -2.964
C 2.434 2.938 -3.725
C 1.458 2.171 -3.118
H -2.525 -2.316 -6.711
H -2.614 -0.940 -5.607
H -2.080 -2.545 -5.021
H -0.504 0.101 -4.537
H 1.141 -0.141 -5.101
H 1.187 -2.412 -4.105
H -0.422 -2.211 -3.471
H 1.785 -0.272 -2.661
H 1.729 -1.847 -1.962
H -2.413 -3.106 -1.399
H -2.650 -5.332 -2.426
H -0.706 -6.852 -2.543
H 1.481 -6.155 -1.631
H 1.746 -3.932 -0.618
H -2.637 -0.139 -0.684
H -4.581 0.229 0.766
H -4.694 -0.858 2.985
H -2.877 -2.354 3.731
H -0.908 -2.714 2.304
H -1.754 0.605 -3.055
H -3.741 1.894 -3.742
H -4.440 3.876 -2.443
H -3.145 4.579 -0.460
H -1.150 3.308 0.229
H 2.607 2.297 0.081
H 4.313 3.698 -1.005
H 4.221 4.090 -3.442
H 2.385 3.129 -4.788
H 0.634 1.788 -3.710
F 0.621 5.269 6.926
C 0.379 4.264 6.117
C 0.848 4.309 4.805
F 1.535 5.358 4.382
C 0.605 3.244 3.971
F 1.086 3.301 2.721
C -0.116 2.115 4.397
S -0.476 0.771 3.381
C -0.572 2.105 5.729
F -1.254 1.065 6.181
C -0.332 3.161 6.581
F -0.765 3.134 7.829
Cl 3.726 -0.641 6.761
C 3.252 -0.806 5.121
C 2.301 -1.760 4.777
C 1.895 -1.866 3.461
C 2.446 -1.028 2.495
C 3.431 -0.097 2.843
C 3.831 0.018 4.158
C 1.999 -1.018 1.097
O 1.017 -1.975 0.815
O 2.469 -0.369 0.193
H 1.889 -2.404 5.541
H 1.149 -2.598 3.185
H 3.877 0.525 2.078
H 4.590 0.731 4.449
```

Calculated values
net charge: +2
gap between HOMO and LUMO: 4.22 eV
E_HOMO: -12.72 eV



(4)
A structure of composition C41H33IrN5O8STe, computed with ωB97M-V with the def2-TZVPD basis set.

The geometry in XYZ format:
```
90
Properties=species:S:1:pos:R:3
Ir 0.714 -0.912 0.419
N -0.286 4.191 5.561
C 0.170 3.005 5.066
C -0.684 2.165 4.338
C -0.202 1.007 3.766
C 1.129 0.666 3.928
C 1.988 1.466 4.661
C 1.511 2.629 5.232
S 1.746 -0.800 3.154
O 2.666 -1.488 4.009
O 0.602 -1.589 2.690
N 2.434 -0.366 1.728
C 3.714 -0.032 1.599
N 4.374 0.477 2.650
C 5.646 0.763 2.487
C 6.321 0.576 1.283
C 5.562 0.071 0.243
N 4.281 -0.228 0.386
H -1.275 4.368 5.563
H 0.272 4.694 6.227
H -1.726 2.433 4.229
H -0.840 0.352 3.195
H 3.016 1.162 4.764
H 2.165 3.265 5.812
H 6.139 1.172 3.362
H 7.366 0.810 1.169
H 5.970 -0.110 -0.747
O -0.790 -2.059 -3.365
C -0.768 -1.191 -2.503
O 0.221 -0.698 -1.910
C -2.169 -0.638 -2.116
O -2.914 -0.159 -2.934
O -1.808 -1.589 0.185
C -6.173 0.420 -0.899
C -4.681 0.479 -0.792
C -3.994 1.667 -1.099
C -2.643 1.857 -0.767
C -2.111 3.229 -0.865
O -2.778 4.138 -1.326
C -0.717 3.483 -0.402
C 0.198 4.010 -1.307
C 1.484 4.312 -0.896
C 1.863 4.092 0.418
C 0.948 3.585 1.325
C -0.341 3.287 0.924
C -1.860 0.757 -0.362
O -0.718 0.795 0.177
C -2.518 -0.628 -0.593
C -3.971 -0.618 -0.395
C -1.409 -2.765 -0.369
N -0.154 -2.944 -0.322
C 0.584 -4.065 -0.823
C 1.592 -3.573 -1.867
Te 2.900 -2.044 -0.943
C 2.864 -0.674 -2.562
C 2.667 0.673 -2.300
C 2.540 1.561 -3.350
C 2.613 1.108 -4.657
C 2.824 -0.236 -4.916
C 2.954 -1.132 -3.867
C -2.476 -3.704 -0.754
C -2.625 -4.248 -2.023
C -3.691 -5.098 -2.274
C -4.600 -5.410 -1.276
C -4.432 -4.889 -0.002
C -3.376 -4.035 0.258
H -6.623 1.399 -0.762
H -6.587 -0.272 -0.169
H -6.436 0.063 -1.895
H -4.520 2.515 -1.509
H -0.107 4.181 -2.330
H 2.192 4.731 -1.597
H 2.868 4.325 0.740
H 1.239 3.417 2.349
H -1.061 2.920 1.641
H -4.438 -1.544 -0.099
H -0.088 -4.813 -1.267
H 1.113 -4.510 0.031
H 1.064 -3.130 -2.711
H 2.182 -4.421 -2.218
H 2.567 1.005 -1.276
H 2.364 2.606 -3.146
H 2.503 1.797 -5.480
H 2.883 -0.591 -5.934
H 3.111 -2.184 -4.063
H -1.940 -3.966 -2.807
H -3.811 -5.514 -3.262
H -5.442 -6.052 -1.492
H -5.123 -5.140 0.789
H -3.224 -3.626 1.245
```

Calculated values
energy above the lowest of the compared OMol25 structures with the same formula, charge and spin: 1.202 eV
⟨S²⟩: 0.794
gap between HOMO and LUMO (spin up / spin down): 4.01 / 5.89 eV
E_HOMO (spin up / spin down): -5.80 / -7.69 eV
2S+1: 2



(5)
A structure of composition C41H34BrN5NiS, computed with ωB97M-V with the def2-TZVPD basis set.

The geometry in XYZ format:
```
83
Properties=species:S:1:pos:R:3
Ni 0.609 -0.527 -0.480
C -1.630 5.049 -0.709
C -0.862 5.313 0.592
C -1.626 4.686 1.766
C -0.797 6.824 0.821
C 0.526 4.682 0.477
C 1.697 5.455 0.422
C 2.947 4.886 0.268
C 3.040 3.502 0.193
S 4.423 2.489 -0.040
C 3.383 1.086 0.060
N 2.129 1.339 0.227
C 1.893 2.708 0.278
C 0.638 3.302 0.395
C 3.216 -1.348 -0.892
C 4.169 -2.525 -1.013
C 4.276 -3.361 0.022
C 3.433 -3.192 1.208
C 2.313 -2.464 1.137
C 1.937 -1.854 -0.193
H -2.632 5.483 -0.651
H -1.734 3.981 -0.898
H -1.111 5.493 -1.561
H -2.613 5.146 1.858
H -1.089 4.839 2.705
H -1.774 3.613 1.629
H -1.810 7.218 0.919
H -0.323 7.341 -0.015
H -0.252 7.071 1.734
H 1.634 6.532 0.489
H 3.830 5.508 0.208
H -0.242 2.671 0.406
H 4.781 -2.643 -1.899
H 4.989 -4.177 -0.001
H 3.714 -3.690 2.129
H 1.663 -2.379 2.000
Br 7.725 0.047 -2.052
C 5.838 -0.059 -1.754
C 5.068 0.017 -2.987
C 3.743 -0.193 -3.140
C 2.805 -0.621 -2.141
C 4.011 -0.286 -0.018
C 5.444 -0.187 -0.484
N 1.576 -0.153 -2.088
C 0.928 0.680 -2.916
C -0.382 1.029 -2.518
C -1.247 1.826 -3.305
C -2.521 2.077 -2.876
C -2.960 1.555 -1.649
C -2.066 0.815 -0.915
N -0.814 0.558 -1.312
H 5.632 0.311 -3.861
H 3.334 0.021 -4.123
H 4.035 -0.666 1.007
H 6.208 -0.250 0.279
H 1.376 1.085 -3.813
H -0.888 2.210 -4.251
H -3.189 2.677 -3.482
H -3.959 1.728 -1.278
H -2.350 0.402 0.047
C -1.883 0.500 4.293
C -0.931 1.096 3.480
C -0.472 0.429 2.353
C -0.968 -0.829 2.052
C -1.912 -1.443 2.867
C -2.369 -0.768 3.985
N -0.444 -1.446 0.863
N -0.698 -2.654 0.733
C -0.121 -3.285 -0.395
C -0.872 -4.323 -0.930
C -0.460 -4.948 -2.093
C 0.723 -4.532 -2.687
C 1.505 -3.536 -2.117
C 1.125 -2.894 -0.939
H -2.247 1.018 5.170
H -0.540 2.077 3.717
H 0.292 0.856 1.716
H -2.281 -2.427 2.617
H -3.109 -1.232 4.623
H -1.795 -4.597 -0.435
H -1.052 -5.739 -2.532
H 1.058 -5.003 -3.603
H 2.428 -3.254 -2.602
```

Calculated values
energy above the lowest of the compared OMol25 structures with the same formula, charge and spin: 1.218 eV
gap between HOMO and LUMO: 5.43 eV
E_HOMO: -6.23 eV